# 1
C21H24BrF5NO8PReTe | wB97M-V/def2-TZVPD

```
! RIJCOSX wB97M-V def2-TZVPD def2/J DEFGRID3
* xyz 0 2
Re 0.17425 0.59779 0.06834
O -1.83034 -2.18607 -1.58557
C -2.16012 -0.92464 -2.15411
C -2.88839 -0.11987 -1.12019
N -2.09240 0.21076 0.10272
C -2.63851 1.48182 0.65816
C -1.73445 2.05125 1.74568
O -2.16602 2.81309 2.56779
O -0.49224 1.62176 1.67756
C -2.25792 -0.84192 1.14377
C -1.06288 -1.75782 1.23150
O -1.08279 -2.86016 1.68343
O 0.06930 -1.16749 0.79646
H -1.45033 -2.74098 -2.27391
H -2.82107 -1.03667 -3.02069
H -1.26546 -0.38983 -2.47237
H -3.78358 -0.66292 -0.80764
H -3.21134 0.81413 -1.57806
H -3.63918 1.32121 1.06362
H -2.71603 2.21788 -0.13913
H -3.16058 -1.42849 0.98889
H -2.32695 -0.36577 2.12456
F 3.66245 4.56527 1.18336
Te 2.76175 2.98787 0.86180
F 3.28299 2.31785 2.50565
F 1.34813 3.75241 1.74288
F 2.51945 3.65185 -0.85605
F 4.36260 2.28008 0.22978
O 1.91669 1.43350 0.30920
C 3.13380 0.02348 -1.88766
P 1.44254 -0.61624 -1.69682
C 1.71244 -2.35951 -1.27698
C 0.85195 -0.61475 -3.41497
C 0.67072 0.61586 -4.04754
C 0.14892 0.67512 -5.33001
C -0.19643 -0.49334 -5.99617
C -0.00346 -1.72157 -5.38191
C 0.51939 -1.78250 -4.09655
H 3.66240 -0.56856 -2.63498
H 3.65409 -0.02175 -0.93292
H 3.10814 1.06657 -2.19980
H 2.33502 -2.84862 -2.02629
H 0.76370 -2.88010 -1.15897
H 2.21896 -2.38830 -0.31280
H 0.91373 1.53398 -3.52476
H -0.00174 1.63599 -5.80531
H -0.61448 -0.44418 -6.99291
H -0.25692 -2.63570 -5.90327
H 0.67752 -2.75007 -3.63445
Br -3.27622 2.05105 -5.87222
C -2.68944 3.24754 -4.52235
C -3.03475 4.58700 -4.59212
C -2.59355 5.44832 -3.59576
C -1.81994 4.97498 -2.54802
C -1.48456 3.62740 -2.49208
C -1.92002 2.75595 -3.48446
C -0.66134 3.13912 -1.33486
O -0.23208 3.87934 -0.48380
O -0.44890 1.82974 -1.36659
H -3.63770 4.95113 -5.41237
H -2.85877 6.49603 -3.64282
H -1.46752 5.63163 -1.76451
H -1.64499 1.71216 -3.45181
*
```

Summary:
**HOMO (spin up / spin down)**: -8.99 / -8.73 eV
**⟨S²⟩**: 0.7536
**LUMO level (spin up / spin down)**: -1.24 / -1.17 eV
**Frontier orbital gap (spin up / spin down)**: 0.2851 / 0.2780 Eh

***

# 2
C3H8S | wB97M-V/def2-TZVPD

```
! RIJCOSX wB97M-V def2-TZVPD def2/J DEFGRID3
* xyz 0 1
C -2.05554 -0.16551 -0.85962
C -1.49823 -0.71225 0.20632
C -0.49686 -0.03629 1.10948
H -2.77477 -0.74602 -1.43037
H -1.88379 0.85447 -1.17413
H -1.72120 -1.74102 0.46266
H -0.99600 0.54200 1.88131
H 0.11486 0.68210 0.56584
H 0.10385 -0.80217 1.59230
S 3.31391 1.12600 -0.55666
H 3.24438 -0.00926 -1.25128
H 4.64940 1.00794 -0.54584
*
```

Summary:
**HOMO**: -9.62 eV
**LUMO level**: 0.89 eV
**Frontier orbital gap**: 0.3861 Eh
**Structure (SMILES)**: C=CC.S

***

# 3
C35H42BrCaCl4CsF6N3NaO11S3Si | wB97M-V/def2-TZVPD

```
! RIJCOSX wB97M-V def2-TZVPD def2/J DEFGRID3
* xyz 0 1
C 0.56924 3.59713 4.46864
Si 0.27946 2.40967 2.96465
C -0.62344 3.43021 1.67080
C 1.86515 1.74365 2.21990
C 3.11966 1.78299 3.16154
C 3.54357 0.48216 3.87485
C 4.16484 -0.60378 3.00525
C 3.13533 -1.50782 2.29228
C 3.06866 -1.24428 0.77832
C 1.69369 -1.64588 0.23606
C 1.65757 -1.67762 -1.30731
C 1.20663 -0.33266 -1.81837
C 2.07963 0.52155 -2.42766
C 1.63412 1.77482 -2.91729
C 0.33130 2.12149 -2.77783
C -0.60137 1.28842 -2.13167
N -1.89535 1.70878 -2.02320
C -2.66663 0.86769 -1.38860
C -2.23387 -0.38339 -0.88977
N -1.01080 -0.81272 -1.02065
C -0.15688 0.04608 -1.64130
C -0.84736 0.86354 3.34464
C -0.38316 -0.20185 4.21797
C -1.09623 -1.35288 4.49367
C -2.35528 -1.47957 3.90165
C -2.85532 -0.48511 3.09392
C -2.10952 0.65862 2.81824
H 1.07442 4.49382 4.11189
H 1.14761 3.09246 5.27152
H -0.46052 3.93954 4.81495
H -0.93027 2.77404 0.85326
H -1.53014 3.86522 2.09630
H 0.01829 4.21281 1.27116
H 2.09839 2.37030 1.35418
H 1.63670 0.75777 1.82014
H 2.98615 2.52176 3.95602
H 3.96791 2.14126 2.57863
H 2.74919 0.01913 4.46444
H 4.33349 0.78561 4.61902
H 4.90272 -0.19583 2.31240
H 4.73502 -1.25231 3.67405
H 2.12367 -1.28808 2.64495
H 3.35040 -2.56503 2.42908
H 3.86706 -1.77218 0.25433
H 3.20135 -0.17207 0.60248
H 1.38898 -2.60782 0.64664
H 0.98516 -0.87694 0.54423
H 2.63024 -1.92902 -1.72438
H 0.92470 -2.40745 -1.64894
H 3.11090 0.21954 -2.54266
H 2.37055 2.41401 -3.38588
H -0.01277 3.07123 -3.17121
H -3.70668 1.14460 -1.25071
H -2.94608 -1.03376 -0.39351
H 0.61635 -0.08991 4.68494
H -0.64701 -2.10904 5.12014
H -2.92133 -2.37433 4.11445
H -3.84328 -0.60723 2.68259
H -2.55470 1.40893 2.17350
Cs -0.50377 1.86837 6.04475
C -2.37763 3.64216 -7.13274
C -1.41744 3.17515 -6.24052
C -0.11339 3.64179 -6.31351
C 0.24019 4.58245 -7.27286
C -0.71727 5.05337 -8.16298
C -2.02675 4.58003 -8.09657
H -3.39406 3.27447 -7.07805
H -1.68555 2.44589 -5.48662
H 0.62872 3.26904 -5.61873
H 1.27200 4.94734 -7.31791
H -0.45488 5.79888 -8.92102
H -2.77110 4.94376 -8.80044
C 5.26332 5.17867 8.28243
F 5.79260 4.75073 9.43407
F 4.44777 6.20416 8.56954
F 6.26324 5.65833 7.53181
S 4.35981 3.83388 7.41775
O 3.32844 3.44690 8.35599
O 5.38042 2.82814 7.18373
O 3.85998 4.46728 6.21093
Na -2.39960 6.90550 -6.80699
C -4.14677 -3.86078 0.64460
Cl -3.41340 -4.42180 -0.84562
Cl -4.29780 -5.18897 1.78764
Cl -3.10720 -2.60612 1.34815
Cl -5.75477 -3.17979 0.31033
C -5.60681 -4.01368 -3.82927
C -4.61510 -4.02567 -4.96715
O -5.39606 -4.46704 -6.05200
C -6.68416 -4.07488 -5.80839
O -7.54252 -4.04654 -6.62018
O -6.82886 -3.70931 -4.51037
F -3.60284 -4.91213 -4.73080
H -5.68660 -4.98870 -3.34674
H -5.37743 -3.26187 -3.07856
H -4.17888 -3.05486 -5.20937
N 0.62824 -6.34013 -1.19331
S -0.15652 -7.11361 -2.33406
O -1.57997 -7.08847 -2.21249
O 0.44727 -8.30654 -2.82702
F 0.11675 -6.07761 -3.51876
S 0.56691 -7.01896 0.22663
O 1.00570 -6.12049 1.24658
O 0.99412 -8.37696 0.29560
F -1.00811 -7.11182 0.50834
Ca 1.56277 5.27723 -9.64776
O 5.19897 0.22354 6.10417
H 5.36211 1.14044 6.43239
Br -4.05421 -7.29104 -5.13139
*
```

Summary:
**HOMO**: -6.48 eV
**LUMO level**: -5.57 eV
**Frontier orbital gap**: 0.0334 Eh

***

# 4
C14H2BF5N4O10S2W | wB97M-V/def2-TZVPD

```
! RIJCOSX wB97M-V def2-TZVPD def2/J DEFGRID3
* xyz 0 1
W 0.17504 -0.04853 1.52971
S -0.90970 -0.23831 3.55803
C -2.30193 -0.82808 2.63752
S -2.08749 -0.51667 0.92546
C -3.35794 -1.46446 3.18606
C -4.43103 -1.94750 2.36994
N -5.28531 -2.32516 1.70101
C -3.43513 -1.67033 4.60197
N -3.48513 -1.82027 5.74004
O 0.22898 3.83805 0.24718
C 0.08075 2.67291 0.05140
O -0.08503 1.77549 1.03450
C 0.00065 2.07484 -1.32473
C -0.52594 2.86847 -2.33470
C -0.66484 2.34459 -3.60139
C -0.26259 1.06345 -3.91823
C 0.31224 0.30197 -2.92279
C 0.42175 0.78329 -1.62332
O 0.94301 -0.05864 -0.65198
N 0.85529 -1.01645 -3.30036
O 1.91146 -1.33959 -2.79917
O 0.25496 -1.62453 -4.15476
N -1.25270 3.18598 -4.66629
O -1.60828 4.29948 -4.35281
O -1.32853 2.69819 -5.77195
H -0.83249 3.88186 -2.11728
H -0.37112 0.67265 -4.91945
F 2.24847 -3.78662 3.62457
C 2.52818 -2.94381 2.63728
F 3.68160 -3.29023 2.08133
F 2.67090 -1.71502 3.16782
C 1.39488 -2.99291 1.57791
O 1.13936 -3.99540 1.00553
O 0.76476 -1.82744 1.40213
F 2.72360 1.42878 -0.22377
B 2.21728 0.20624 -0.09396
F 3.00848 -0.80944 0.20562
O 2.77705 1.31276 2.99911
C 1.88651 0.85041 2.49283
*
```

Summary:
**HOMO**: -9.81 eV
**LUMO level**: -2.83 eV
**Frontier orbital gap**: 0.2566 Eh

***

# 5
C2H4F3NO5S2Tl | wB97M-V/def2-TZVPD

```
! RIJCOSX wB97M-V def2-TZVPD def2/J DEFGRID3
* xyz 1 1
N -0.06064 0.98662 0.22361
S 1.41242 1.04109 -0.79642
O 2.39077 0.32378 0.14597
O 1.15540 -0.00632 -1.87184
S -0.78491 -0.39345 0.63350
O 0.14758 -1.49202 0.30304
O -1.37410 -0.48621 1.95476
C -2.26706 -0.48635 -0.50777
F -3.27023 0.15886 0.05245
F -1.96167 0.07924 -1.65967
F -2.59829 -1.74103 -0.71584
Tl 1.92171 -1.53904 -0.69540
O 2.84823 -3.06552 -1.07115
H 3.73632 -3.28377 -0.79148
C -0.25441 2.26247 1.02329
H -0.85771 2.93270 0.39852
H 0.69774 2.58496 1.46297
H -0.88115 2.12402 1.91146
*
```

Summary:
**HOMO**: -15.65 eV
**LUMO level**: -4.48 eV
**Frontier orbital gap**: 0.4105 Eh

***

# 6
H23O11 | wB97M-V/def2-TZVPD

```
! RIJCOSX wB97M-V def2-TZVPD def2/J DEFGRID3
* xyz 1 1
O -1.93096 4.05858 0.32048
H -1.25620 4.57430 -0.12439
H -2.79717 4.38692 0.06773
O 2.61491 -1.96618 0.40017
H 3.29167 -1.52149 0.94853
H 2.38700 -1.00001 -0.14360
O 1.02025 2.68614 -2.05783
H 2.72193 -0.16632 -1.86264
H 0.50320 0.87755 3.45313
O -2.60699 0.69977 2.10946
H -1.65596 0.62788 2.01229
H -0.26263 -1.83341 0.97601
O -1.51632 -3.09408 -0.33435
H -2.24326 -2.48913 -0.17054
H -2.83535 0.24990 1.28512
O 0.42440 -1.42734 -1.39725
H 0.38176 -2.38346 -1.28366
H 1.86852 2.35737 -2.37214
O -1.85037 -1.76236 -3.37095
H 1.17269 3.61952 -1.87405
O 0.40895 -1.71465 1.66125
H 0.21449 -2.31045 2.39506
H 1.86699 -2.19601 1.04296
O 0.28893 1.10365 0.49967
H -1.99891 -2.69780 -3.22135
H 0.23125 1.38199 1.41443
O 2.54527 0.08481 -0.95264
H 0.36068 1.85561 -0.10530
H 1.67145 0.43903 -0.70822
O 0.89419 1.69147 3.78926
H 0.62780 2.37319 3.16266
H -0.12253 -1.24229 -2.17416
H -1.81826 -4.00649 -0.33099
H -2.60144 -1.25619 -3.05417
*
```

Summary:
**HOMO**: -13.97 eV
**LUMO level**: -3.08 eV
**Frontier orbital gap**: 0.4001 Eh

***

# 7
C5H8O3 | wB97M-V/def2-TZVPD

```
! RIJCOSX wB97M-V def2-TZVPD def2/J DEFGRID3
* xyz 0 1
C 2.74911 -0.14179 -0.54001
C 1.61151 -0.38379 0.30282
C -0.65267 0.30384 0.19802
C -1.51319 1.31078 0.56609
C -1.36714 -1.01674 -0.23893
H 2.86905 0.89366 0.09315
H 3.77135 -0.77090 -0.29942
H 2.37052 0.12748 -1.61759
H -1.05108 2.29008 1.18899
H -2.80723 1.24558 0.40960
H -1.36778 -1.00636 -1.59698
H -0.71363 -1.97547 0.28323
H -3.19810 0.48175 -0.09474
O 1.40625 -0.95133 1.43983
O 0.65024 0.63619 -0.13432
O -2.75720 -1.04297 0.04028
*
```

Summary:
**HOMO**: -9.18 eV
**LUMO level**: -0.64 eV
**Frontier orbital gap**: 0.3139 Eh

***

# 8
C19H23GaIN5O3S2 | wB97M-V/def2-TZVPD

```
! RIJCOSX wB97M-V def2-TZVPD def2/J DEFGRID3
* xyz -2 1
C 1.68687 -1.64462 1.07010
I 2.21759 -3.41203 0.13621
H 2.00453 -1.67513 2.11193
H 2.34330 -1.14126 0.31864
H 0.63249 -2.02271 0.87374
C -3.71613 -1.82738 -0.35363
C -3.62264 -1.79326 0.99581
N -2.47990 -1.06146 1.29009
C -1.87658 -0.62381 0.15571
N -2.64976 -1.13211 -0.85951
H -4.45118 -2.31629 -0.96753
H -4.23372 -2.21318 1.75383
C 2.70833 1.30553 -2.53327
C 1.10381 1.21218 -0.93589
N 1.52718 0.69513 -2.12727
H 3.87728 2.86190 -1.46877
N 2.04314 2.14146 -0.61527
H 3.23987 1.05008 -3.42626
Ga -0.55715 0.77341 0.03404
C 0.81067 0.20204 1.43332
O 1.22770 0.65494 2.43868
C 3.02946 2.19744 -1.58015
C 2.05632 2.99968 0.54172
H 2.62300 3.90485 0.26814
H 2.53548 2.50205 1.40371
H 1.03588 3.27249 0.85166
C 0.92583 -0.32593 -2.94839
H 1.61697 -0.63809 -3.71062
H 0.00115 0.05631 -3.43293
H 0.65755 -1.18620 -2.31328
C -2.39672 -1.12086 -2.27547
H -1.87848 -2.04780 -2.56672
H -1.74336 -0.27513 -2.53854
H -3.32924 -1.03673 -2.83296
C -2.03931 -0.86618 2.63917
H -1.11204 -1.41505 2.83943
H -2.82620 -1.22194 3.29442
H -1.85156 0.19862 2.83482
O -3.74188 1.47786 -2.18372
S -2.87292 2.61198 -1.89768
O -2.07999 3.20747 -2.92602
N -1.82937 2.22768 -0.60778
C -2.15880 2.86374 0.53708
S -1.21217 2.47129 1.86039
C -3.23641 3.81016 0.38654
C -3.98772 4.48192 1.40121
C -5.16427 5.14424 1.04972
C -5.60715 5.16818 -0.30004
C -4.90958 4.46982 -1.27261
C -3.76022 3.75360 -0.90772
H -3.59472 4.45485 2.42286
H -5.72038 5.69284 1.78958
H -6.53726 5.69000 -0.56659
H -5.24562 4.40615 -2.31571
*
```

Summary:
**HOMO (spin up / spin down)**: 1.76 / 1.72 eV
**LUMO level (spin up / spin down)**: 4.38 / 4.35 eV
**Frontier orbital gap (spin up / spin down)**: 0.0960 / 0.0966 Eh

***

# 9
C33H77N2O13S2 | wB97M-V/def2-TZVPD

```
! RIJCOSX wB97M-V def2-TZVPD def2/J DEFGRID3
* xyz 1 1
N 1.15759 -3.80219 -7.53605
C 1.49440 -2.84978 -6.46193
C 0.29370 -2.47405 -5.54392
C 0.72196 -1.72074 -4.23167
C 1.67747 -0.51239 -4.50251
C 3.01665 -0.55015 -3.69016
C 4.25797 0.01877 -4.46090
C 4.53810 -0.77477 -5.78868
N 4.86484 0.12620 -6.93512
C 3.71636 1.07840 -7.08860
S 3.95876 2.10341 -8.62845
C 3.51160 1.92494 -5.72049
S 4.17244 3.65998 -5.91623
O 4.24617 1.43545 -4.60683
H 1.99857 -4.34152 -7.70295
H 0.39531 -4.40661 -7.25407
H 2.30192 -3.27308 -5.81539
H 1.91395 -1.93700 -6.95531
H -0.39583 -1.84954 -6.15375
H -0.22715 -3.41062 -5.25115
H -0.22736 -1.29539 -3.83468
H 1.08481 -2.41536 -3.44845
H 1.14538 0.42299 -4.21318
H 1.91268 -0.37530 -5.58133
H 3.26530 -1.62843 -3.52285
H 2.93659 -0.11812 -2.67309
H 5.12457 -0.20588 -3.80225
H 3.69747 -1.46091 -5.99479
H 5.42970 -1.41936 -5.63077
H 4.91156 -0.45228 -7.77792
H 5.72784 0.66270 -6.80713
H 2.83478 0.44963 -7.33612
H 2.65561 2.44888 -8.90529
H 2.42745 2.00250 -5.49969
H 3.03716 4.42096 -5.86362
C -0.04062 -7.03120 1.96997
O 1.15666 -6.36649 1.61546
C 1.67870 -6.80119 0.36836
C 2.33803 -5.65107 -0.37329
O 1.41992 -4.71471 -0.93540
C 0.73820 -3.84810 -0.03017
C 1.62520 -2.81137 0.63484
O 2.41174 -3.39612 1.65798
C 3.66594 -2.76324 1.82051
H 0.15623 -8.08271 2.20312
H -0.44584 -6.54193 2.85477
H -0.78277 -6.95798 1.16754
H 0.89028 -7.23308 -0.25774
H 2.42879 -7.57297 0.57593
H 2.87124 -6.07564 -1.22828
H 3.08341 -5.14797 0.24256
H 0.16876 -4.42141 0.70342
H 0.00548 -3.31801 -0.64492
H 1.00339 -2.03211 1.09230
H 2.26723 -2.35044 -0.12808
H 4.21029 -2.72533 0.86935
H 4.24946 -3.35048 2.52681
H 3.53147 -1.75223 2.21866
C -7.37125 0.13333 -2.25703
O -6.24647 0.76935 -2.83333
C -5.14662 0.85803 -1.93915
C -3.83059 0.71274 -2.68381
O -3.54387 -0.61754 -3.11125
C -4.30947 -1.13243 -4.19895
C -4.01758 -0.48055 -5.53771
O -4.61334 0.80438 -5.61962
C -3.87451 1.70596 -6.41530
H -7.81191 0.76171 -1.47623
H -8.10776 -0.02235 -3.04428
H -7.10032 -0.84387 -1.84292
H -5.21054 0.08976 -1.16107
H -5.18551 1.84581 -1.46560
H -3.02903 0.96599 -1.98447
H -3.75658 1.41595 -3.51354
H -5.37590 -1.11504 -3.96751
H -4.02473 -2.18523 -4.27161
H -4.42969 -1.09294 -6.34861
H -2.92897 -0.40966 -5.66511
H -2.83474 1.76824 -6.07217
H -4.32907 2.68990 -6.31593
H -3.90424 1.40019 -7.46630
C 0.40879 0.52964 5.77360
O 1.69597 1.03568 6.06790
C 2.66946 0.01185 6.22054
C 4.02042 0.46710 5.69639
O 4.10641 0.51968 4.27372
C 3.39910 1.57173 3.62322
C 3.96716 2.95879 3.86321
O 3.63305 3.42708 5.15928
C 4.61643 4.28130 5.70851
H -0.00312 0.00354 6.64123
H -0.23762 1.37305 5.53029
H 0.43905 -0.13953 4.90632
H 2.36463 -0.90038 5.69572
H 2.75318 -0.20677 7.29124
H 4.75883 -0.27987 5.99878
H 4.33048 1.41138 6.14310
H 2.33365 1.52789 3.85915
H 3.48971 1.35378 2.55530
H 3.54740 3.66163 3.13279
H 5.05612 2.92345 3.73488
H 5.60098 3.80117 5.69853
H 4.34326 4.48434 6.74226
H 4.65463 5.22472 5.15441
C -5.71358 1.21292 7.21137
O -5.29644 2.35297 6.48744
C -6.06523 3.50965 6.79276
C -5.20532 4.76173 6.75251
O -4.32144 4.90004 7.86118
C -3.19249 4.03204 7.90976
C -2.14086 4.30411 6.84989
O -2.56387 3.81999 5.58199
C -2.06961 4.58760 4.50465
H -6.70051 0.88001 6.87250
H -4.99018 0.41827 7.03107
H -5.73652 1.41764 8.28708
H -6.53060 3.42106 7.78028
H -6.85375 3.58954 6.03534
H -5.87691 5.62183 6.81572
H -4.66808 4.85259 5.80844
H -3.50570 2.98604 7.90549
H -2.73681 4.21564 8.88570
H -1.20716 3.79133 7.11077
H -1.95071 5.38343 6.80732
H -2.31949 5.64650 4.63201
H -2.54507 4.22924 3.59281
H -0.98445 4.46733 4.41667
*
```

Summary:
**HOMO**: -10.08 eV
**LUMO level**: -3.22 eV
**Frontier orbital gap**: 0.2520 Eh